(1)
16
Properties=species:S:1:pos:R:3:forces:R:3:nbo_charge:R:1 method="wB97M-V/def2-TZVPD" relative_energy_ev=2.405 smiles=C[C@H]1[C@H]2C[C@@H]12.O largest_force_ev_per_a=0.313 e_tot_ev=-7392.3606 homo_lumo_gap_ev=10.5 e_lumo_ha=0.0360 homo_ev=-9.57
C 0.0934 1.7261 -0.0526 -0.05 -0.03 0.02 -0.63
C 0.7632 0.3585 -0.0672 0.15 0.11 -0.03 -0.21
C 0.9011 -0.4440 1.1821 0.23 0.01 0.21 -0.23
C -0.5353 -0.7829 1.4305 -0.18 0.01 0.18 -0.39
C 0.0701 -0.9770 0.0817 -0.01 -0.17 -0.09 -0.27
O -1.1312 -0.8444 -2.5888 0.09 0.05 -0.12 -0.94
H 0.6893 2.3919 0.5813 -0.11 -0.02 -0.14 0.22
H -0.9180 1.6962 0.3624 0.14 -0.02 -0.07 0.21
H 0.0350 2.1751 -1.0495 -0.01 -0.17 0.09 0.22
H -0.9116 -0.3802 -1.7704 -0.12 -0.06 -0.10 0.48
H 1.6395 0.3212 -0.7194 -0.10 -0.02 0.16 0.21
H 1.7930 -0.8720 1.6164 -0.16 0.01 -0.03 0.23
H -0.7288 -1.6809 2.0153 0.06 0.12 -0.13 0.22
H -1.2789 0.0011 1.5746 0.18 -0.10 0.05 0.20
H 0.1998 -1.9039 -0.4623 0.02 0.22 0.10 0.23
H -0.3534 -1.3930 -2.7402 -0.13 0.04 -0.09 0.46

(2)
16
Properties=species:S:1:pos:R:3:forces:R:3:nbo_charge:R:1 method="wB97M-V/def2-TZVPD" relative_energy_ev=4.280 largest_force_ev_per_a=4.427 e_tot_ev=-7390.4854 homo_lumo_gap_ev=10.5 e_lumo_ha=0.0357 homo_ev=-9.50
C -1.8339 0.3323 0.6027 -1.51 0.85 1.31 -0.30
C -0.0374 -0.2145 -0.6980 0.34 -0.47 1.93 0.11
C 0.8095 1.0951 -0.2411 -1.55 -0.49 0.03 -0.44
C 1.8237 0.1227 0.3243 -0.52 -1.80 -3.59 -0.40
C 0.7963 -1.0750 0.3258 1.26 2.38 -1.47 -0.43
H -1.0006 0.2855 1.6964 -2.63 -0.06 -3.56 0.16
H -2.9207 -0.2815 0.9101 3.06 2.60 -0.64 0.22
H -1.8540 1.5750 0.1898 -0.55 -3.58 1.96 0.19
H 0.1716 -0.5669 -1.6715 0.51 -0.01 -1.19 0.19
H 1.1619 1.8347 -1.0096 -0.59 -0.62 0.86 0.21
H 0.3006 1.5226 0.6413 0.11 0.46 -0.88 0.21
H 2.2918 0.3673 1.2200 1.31 0.33 1.19 0.21
H 2.4041 -0.1165 -0.5947 0.99 0.26 1.27 0.19
H 1.1769 -2.0015 -0.0376 0.19 -0.71 -0.28 0.20
H 0.4837 -1.1803 1.3113 -1.42 -0.31 1.49 0.20
O -1.4455 -0.3753 -0.5673 1.00 1.17 1.56 -0.54

(3)
16
Properties=species:S:1:pos:R:3:forces:R:3:nbo_charge:R:1 method="wB97M-V/def2-TZVPD" relative_energy_ev=1.485 smiles=CCOC1CC1 largest_force_ev_per_a=0.279 e_tot_ev=-7393.2800 homo_lumo_gap_ev=10.5 e_lumo_ha=0.0456 homo_ev=-9.26
C -1.5902 1.5149 1.4702 -0.02 -0.02 0.00 -0.62
C -0.2557 1.0004 0.9622 0.06 0.19 0.19 -0.06
O -0.4879 0.0612 -0.0699 -0.04 -0.07 -0.04 -0.53
C 0.6704 -0.3241 -0.7428 0.21 0.06 -0.16 0.09
C 1.2480 -1.7102 -0.6158 0.08 -0.08 0.15 -0.45
C 0.5031 -1.2901 -1.8614 -0.09 0.02 -0.18 -0.44
H -1.4324 2.2371 2.2788 -0.01 -0.12 -0.12 0.21
H -2.2048 0.6953 1.8536 0.10 0.08 -0.05 0.21
H -2.1433 2.0127 0.6674 0.10 -0.09 0.10 0.21
H 0.3394 1.8415 0.5686 -0.06 -0.15 0.05 0.16
H 0.3228 0.5438 1.7801 -0.07 0.00 -0.11 0.16
H 1.3900 0.4862 -0.8737 -0.13 -0.10 -0.03 0.18
H 2.3291 -1.8124 -0.6769 -0.20 0.03 0.04 0.21
H 0.7596 -2.4343 0.0287 0.00 0.21 -0.02 0.22
H 1.0513 -1.1319 -2.7852 -0.08 -0.02 0.15 0.21
H -0.4992 -1.6902 -1.9839 0.16 0.05 0.02 0.23

(4)
16
Properties=species:S:1:pos:R:3:forces:R:3:nbo_charge:R:1 method="wB97M-V/def2-TZVPD" relative_energy_ev=1.007 smiles=C[C@H]1CCOC1 largest_force_ev_per_a=0.990 e_tot_ev=-7393.7580 homo_lumo_gap_ev=11.1 e_lumo_ha=0.0427 homo_ev=-9.90
C 1.7819 -0.0715 0.0000 0.12 -0.06 0.02 -0.61
C 0.4324 0.6487 0.0356 -0.03 -0.12 0.32 -0.24
C -0.4758 0.2432 -1.1565 -0.04 -0.07 0.10 -0.43
C -1.5718 -0.4699 -0.3817 -0.35 0.00 -0.27 -0.07
O -0.9025 -1.1637 0.6569 -0.08 0.06 0.07 -0.53
C -0.2988 -0.0430 1.2813 0.45 0.25 0.03 -0.09
H 2.3303 0.0017 -0.9447 -0.20 0.19 0.06 0.21
H 2.4262 0.2962 0.8058 -0.01 -0.09 -0.12 0.20
H 1.5715 -1.1307 0.1799 0.25 0.04 -0.09 0.21
H 0.5779 1.7380 0.0508 -0.20 -0.30 0.41 0.21
H -0.8808 1.0847 -1.7335 0.18 -0.08 0.24 0.21
H 0.0319 -0.4267 -1.8603 0.00 0.07 0.20 0.20
H -2.2304 -1.1374 -0.9317 0.03 -0.02 0.01 0.20
H -2.1115 0.3427 0.1267 -0.73 -0.27 -0.42 0.15
H -1.1195 0.4335 1.8517 0.52 0.67 -0.51 0.18
H 0.4390 -0.3459 2.0197 0.08 -0.27 -0.04 0.19

(5)
16
Properties=species:S:1:pos:R:3:forces:R:3:nbo_charge:R:1 method="wB97M-V/def2-TZVPD" relative_energy_ev=0.524 smiles=C[C@H]1CCOC1 largest_force_ev_per_a=0.794 e_tot_ev=-7394.2418 homo_lumo_gap_ev=10.6 e_lumo_ha=0.0422 homo_ev=-9.47
C -1.7356 -0.6422 0.4937 -0.10 -0.02 -0.03 -0.60
C -0.2355 -0.4172 0.4173 -0.04 0.13 0.04 -0.24
C 0.3687 -0.4129 -0.9942 -0.06 0.01 -0.04 -0.43
C 1.6915 0.3272 -0.7733 0.03 -0.11 -0.16 -0.07
O 1.4859 1.1828 0.3542 -0.06 0.21 0.05 -0.53
C 0.1735 0.9926 0.8539 -0.53 0.28 0.14 -0.06
H -2.0143 -1.6352 0.1290 0.02 0.11 0.03 0.21
H -2.0926 -0.5521 1.5264 0.04 -0.02 -0.16 0.21
H -2.2618 0.1055 -0.1115 0.03 -0.11 0.06 0.20
H 0.2817 -1.1920 1.0065 -0.04 0.37 0.03 0.20
H 0.5027 -1.4102 -1.4252 0.00 0.14 0.11 0.22
H -0.2853 0.1620 -1.6628 0.08 -0.08 0.08 0.20
H 1.9992 0.9343 -1.6338 -0.10 -0.10 0.12 0.18
H 2.5100 -0.3727 -0.5480 -0.16 0.15 0.04 0.17
H 0.1369 1.2381 1.9156 0.45 -0.60 0.25 0.19
H -0.5615 1.7415 0.4754 0.42 -0.36 -0.55 0.15

(6)
16
Properties=species:S:1:pos:R:3:forces:R:3:nbo_charge:R:1 method="wB97M-V/def2-TZVPD" relative_energy_ev=4.538 largest_force_ev_per_a=2.477 e_tot_ev=-7390.2275 homo_lumo_gap_ev="8.5 / 7.4" e_lumo_ha="0.0338 / 0.0197" homo_ev="-7.62 / -6.88"
C 2.0734 0.2468 1.2168 0.15 -0.05 0.03 -0.62
C 0.9828 0.2064 0.1762 0.21 0.07 0.15 -0.07
C -0.9727 -0.4260 -1.7782 0.75 0.00 -1.25 -0.38
C -1.7343 -0.5000 -0.5949 -1.23 0.96 1.92 -0.57
C -1.2321 0.2324 0.7046 -0.70 -0.54 0.17 0.12
O -0.1329 0.9745 0.6559 0.79 0.17 -0.23 -0.50
H 2.4645 1.2582 1.3488 -0.04 -0.09 0.02 0.21
H 2.8901 -0.4142 0.9083 -0.03 0.13 0.08 0.21
H 1.6750 -0.1118 2.1702 0.11 0.06 -0.08 0.21
H 1.3030 0.6151 -0.7878 0.01 -0.08 0.17 0.19
H -0.6031 0.5320 -2.1307 -0.04 -0.19 0.05 0.18
H -0.6360 -1.3169 -2.2967 -0.12 0.14 0.00 0.19
H -2.1775 -1.4682 -0.3515 0.13 0.11 -0.06 0.23
H -2.5471 0.2692 -0.6170 -0.22 -0.56 -0.60 0.27
H 0.6351 -0.8212 0.0515 0.23 0.05 -0.14 0.19
H -1.9882 0.7236 1.3244 0.01 -0.17 -0.22 0.16

(7)
16
Properties=species:S:1:pos:R:3:forces:R:3:nbo_charge:R:1 method="wB97M-V/def2-TZVPD" relative_energy_ev=1.165 smiles=C[C@H]1C[C@]1(C)O largest_force_ev_per_a=0.345 e_tot_ev=-7393.6008 homo_lumo_gap_ev=10.3 e_lumo_ha=0.0376 homo_ev=-9.26
C -0.5245 1.5761 -0.7180 -0.03 0.06 0.01 -0.62
C -0.3697 0.0819 -0.9425 -0.16 -0.01 -0.02 -0.26
C 0.9940 -0.5739 -0.9395 0.17 -0.03 -0.03 -0.42
C 0.0670 -0.8116 0.2010 0.13 0.32 0.00 0.23
C 0.2810 -0.1727 1.5633 0.04 -0.01 0.07 -0.64
O -0.4315 -2.1259 0.2319 -0.26 -0.03 0.17 -0.70
H 0.4253 2.1144 -0.8165 -0.13 -0.11 -0.01 0.21
H -1.2312 2.0154 -1.4266 0.13 -0.08 0.01 0.22
H -0.9107 1.7905 0.2849 -0.01 0.05 -0.22 0.20
H -1.0894 -0.3742 -1.6196 0.12 0.05 0.13 0.22
H 1.1445 -1.4113 -1.6161 -0.02 0.15 0.14 0.23
H 1.8677 0.0546 -0.7788 -0.16 -0.06 0.00 0.21
H 1.2878 0.2400 1.6813 -0.12 -0.07 -0.04 0.22
H 0.1282 -0.9153 2.3509 0.12 0.02 -0.11 0.22
H -0.4288 0.6433 1.7396 0.12 -0.20 0.07 0.21
H -1.2097 -2.1314 0.8047 0.07 -0.05 -0.18 0.46

(8)
16
Properties=species:S:1:pos:R:3:forces:R:3:nbo_charge:R:1 method="wB97M-V/def2-TZVPD" relative_energy_ev=1.069 smiles=C[C@@H]1OC[C@@H]1C largest_force_ev_per_a=0.400 e_tot_ev=-7393.6961 homo_lumo_gap_ev=10.6 e_lumo_ha=0.0408 homo_ev=-9.54
C 0.3419 -1.5382 -0.3665 -0.03 -0.01 -0.04 -0.61
C 0.6513 -0.3879 0.5773 0.01 -0.08 0.03 -0.26
C 1.5710 0.7034 0.0117 0.36 -0.12 -0.03 -0.05
O 0.4892 1.6398 -0.0869 -0.01 0.14 -0.07 -0.54
C -0.3831 0.7609 0.6475 -0.34 -0.12 0.17 0.11
C -1.7430 0.6128 -0.0027 0.01 0.00 -0.03 -0.64
H -0.5060 -2.1318 -0.0053 0.13 0.07 -0.07 0.21
H 1.2050 -2.2074 -0.4589 -0.12 0.11 0.02 0.21
H 0.0967 -1.1690 -1.3687 0.04 -0.07 0.14 0.21
H 0.9576 -0.7657 1.5579 -0.08 0.04 -0.14 0.20
H 2.0278 0.4957 -0.9644 -0.08 0.04 0.12 0.17
H 2.3477 1.0486 0.7069 -0.10 -0.01 -0.10 0.17
H -0.5079 1.1272 1.6778 0.03 -0.02 -0.13 0.17
H -2.2905 1.5587 0.0688 0.07 -0.14 -0.02 0.22
H -2.3307 -0.1642 0.5016 0.09 0.14 -0.05 0.21
H -1.6520 0.3523 -1.0622 0.01 0.02 0.18 0.21